Entry 1:
{
  "formula": "CH3BrNO2",
  "method": "ωB97M-V with the def2-TZVPD basis set",
  "symbols": ["Br", "O", "O", "N", "C", "H", "H", "H"],
  "positions_angstrom": [[2.86, 0.50, 0.33], [0.86, -1.46, 0.34], [-0.01, 0.58, -0.91], [1.37, -0.92, -0.53], [-0.97, 0.45, 0.06], [-1.87, 0.13, -0.60], [-1.34, 1.30, 0.71], [-0.89, -0.59, 0.59]],
  "nbo_charge": [-0.48, -0.28, -0.72, 0.33, -0.27, 0.12, 0.14, 0.14],
  "gap_ev": [7.82, 7.82],
  "e_homo_ev": [-3.73, -3.73],
  "e_lumo_ev": [4.1, 4.1],
  "total_charge": -1,
  "e_above_lowest_kcal_mol": 52.5,
  "spin_multiplicity": 1
}

***

Entry 2:
{
  "formula": "CH3BrO2",
  "method": "ωB97M-V with the def2-TZVPD basis set",
  "symbols": ["Br", "O", "O", "C", "H", "H", "H"],
  "positions_angstrom": [[-1.70, -0.21, 0.04], [1.35, 0.86, -0.08], [0.21, 1.57, 0.02], [-0.29, -1.29, -0.14], [-0.08, -1.35, -1.17], [0.27, 2.12, 0.76], [0.24, -1.70, 0.58]],
  "nbo_charge": [0.17, -0.20, -0.36, -0.44, 0.19, 0.46, 0.18],
  "gap_ev": [7.26, 10.46],
  "e_homo_ev": [-8.11, -10.49],
  "e_lumo_ev": [-0.9, 0.0],
  "total_charge": 0,
  "e_above_lowest_kcal_mol": 150.3,
  "spin_multiplicity": 1
}

***

Entry 3:
{
  "formula": "CH3BrO3S",
  "method": "ωB97M-V with the def2-TZVPD basis set",
  "symbols": ["Br", "S", "O", "O", "O", "C", "H", "H", "H"],
  "positions_angstrom": [[3.35, 0.49, -1.84], [1.79, 2.06, -1.53], [2.35, 3.36, -1.36], [0.86, 1.24, 0.43], [0.80, 1.93, -2.56], [-0.33, 0.57, 0.22], [-1.18, 0.97, 0.87], [-0.26, -0.48, 0.47], [-0.90, 0.73, -0.78]],
  "nbo_charge": [-0.06, 1.97, -0.81, -0.56, -0.84, -0.30, 0.19, 0.18, 0.22],
  "gap_ev": [7.37, 7.38],
  "e_homo_ev": [-10.46, -10.48],
  "e_lumo_ev": [-3.1, -3.1],
  "total_charge": 0,
  "e_above_lowest_kcal_mol": 64.3,
  "spin_multiplicity": 1
}

***

Calculated total energy
In order: -76710.8007 -75216.3747 -88101.9808
Unit: eV
M
In order: 140.9 126.9 175.0
Unit: g/mol
Largest force on an atom
In order: 3.834 4.049 3.165
Unit: eV/A